# 1
Density functional theory data (ωB97M-V/def2-TZVPD) for C6H12Br2GaSbSe4 as an isolated structure.

Summary:
E_HOMO (alpha / beta)   -0.31501 / -0.30499 Eh
E   -17154.56793 Eh
Energy above the lowest of the compared OMol25 structures with the same formula, charge and spin   17.7 kcal per mole
Orbital gap (alpha / beta)   0.2517 / 0.2174 hartree

Cartesian coordinates (Å):
Ga: 0.186 -1.151 -0.825
Br: -1.404 -2.455 2.937
C: -3.115 -1.908 2.267
Br: -3.323 -0.112 1.631
H: -3.792 -2.170 3.128
H: -3.564 -2.581 1.515
C: 1.985 1.678 1.608
C: 1.188 1.372 0.349
C: 0.220 2.548 0.010
C: 2.138 1.250 -0.850
C: 0.418 0.098 0.604
H: 2.401 2.668 1.634
H: 2.738 0.967 1.844
H: 1.223 1.656 2.416
H: 0.693 3.468 -0.152
H: -0.428 2.717 0.951
H: -0.460 2.295 -0.777
H: 2.811 2.124 -0.949
H: 1.594 1.240 -1.765
H: 2.813 0.336 -0.814
H: 0.304 -0.128 1.660
Se: 0.526 -0.685 -3.098
Sb: -0.975 -2.679 -3.325
Se: -0.100 -4.561 -4.618
Se: -3.050 -2.574 -4.446
Se: -1.026 -3.411 -0.936



# 2
Density functional theory data (ωB97M-V/def2-TZVPD) for a 6-piece molecular cluster, C43H99BNO17 overall.

Summary:
E_HOMO   -0.17792 Eh
Net charge   -1
E   -3056.34021 Eh
Orbital gap   0.2509 hartree

Cartesian coordinates (Å):
C: -4.197 -3.173 1.972
C: -5.403 -2.278 1.680
C: -6.423 -2.923 0.742
C: -6.055 -2.791 -0.739
O: -5.919 -1.442 -1.080
B: -4.637 -1.073 -1.675
C: -4.466 -1.837 -3.158
O: -4.404 -0.918 -4.277
C: -3.425 -1.129 -5.205
O: -2.092 -1.041 -4.699
C: -1.337 0.074 -5.126
C: -0.052 0.077 -4.314
O: 0.906 0.868 -5.033
O: -3.528 -1.422 -0.719
C: -2.549 -0.437 -0.830
C: -1.346 -0.914 -1.629
C: -0.799 -2.235 -1.102
N: 0.578 -2.451 -1.579
C: -3.236 0.791 -1.500
C: -3.305 2.067 -0.656
C: -3.378 1.865 0.862
C: -4.136 3.008 1.556
C: -3.649 3.304 2.971
C: -3.707 2.066 3.894
C: -2.329 1.423 4.147
C: -2.276 -0.101 3.944
C: -1.279 -0.837 4.858
C: -0.177 -1.622 4.130
C: 0.470 -0.881 2.977
O: 1.012 0.334 3.465
C: 1.449 1.193 2.437
O: -4.528 0.389 -1.792
H: -3.859 -3.685 1.066
H: -4.439 -3.925 2.733
H: -3.349 -2.588 2.344
H: -5.066 -1.337 1.241
H: -5.900 -2.037 2.630
H: -7.398 -2.438 0.877
H: -6.554 -3.988 0.991
H: -5.129 -3.354 -0.939
H: -6.847 -3.270 -1.339
H: -5.357 -2.461 -3.326
H: -3.598 -2.515 -3.196
H: -3.506 -2.130 -5.661
H: -3.574 -0.361 -5.975
H: -1.082 0.012 -6.195
H: -1.904 0.999 -4.954
H: 0.295 -0.952 -4.164
H: -0.237 0.502 -3.320
H: 1.683 0.977 -4.473
H: -2.174 -0.183 0.178
H: -1.643 -1.046 -2.676
H: -0.543 -0.159 -1.606
H: -1.426 -3.046 -1.485
H: -0.888 -2.268 -0.004
H: 0.977 -3.289 -1.171
H: 1.166 -1.670 -1.308
H: -2.675 1.028 -2.426
H: -2.481 2.753 -0.892
H: -4.225 2.568 -0.983
H: -3.878 0.914 1.067
H: -2.358 1.816 1.268
H: -5.201 2.745 1.612
H: -4.049 3.927 0.963
H: -2.603 3.635 2.898
H: -4.224 4.139 3.390
H: -4.386 1.325 3.458
H: -4.141 2.355 4.857
H: -1.597 1.884 3.475
H: -1.988 1.656 5.163
H: -2.028 -0.284 2.895
H: -3.282 -0.515 4.076
H: -0.792 -0.118 5.524
H: -1.838 -1.533 5.492
H: 0.624 -1.836 4.847
H: -0.533 -2.593 3.774
H: -0.241 -0.682 2.163
H: 1.272 -1.499 2.546
H: 0.615 1.786 2.038
H: 2.203 1.861 2.857
H: 1.901 0.633 1.607
C: -0.793 7.010 -2.005
O: -0.491 7.634 -0.770
C: -1.552 7.575 0.169
C: -1.344 6.481 1.192
O: -1.383 5.200 0.595
C: -0.121 4.608 0.394
H: 0.136 6.953 -2.571
H: -1.189 6.002 -1.862
H: -1.519 7.598 -2.576
H: -2.507 7.415 -0.344
H: -1.599 8.541 0.682
H: -2.150 6.528 1.932
H: -0.393 6.635 1.715
H: 0.317 4.291 1.348
H: 0.570 5.290 -0.108
H: -0.277 3.728 -0.229
C: 4.620 3.486 -0.223
O: 5.636 3.458 -1.204
C: 5.878 2.165 -1.726
C: 5.224 1.958 -3.075
O: 3.805 1.989 -3.002
C: 3.223 3.207 -3.436
H: 4.391 4.532 -0.026
H: 3.718 2.979 -0.569
H: 4.958 3.017 0.707
H: 5.523 1.401 -1.026
H: 6.961 2.049 -1.837
H: 5.513 0.974 -3.457
H: 5.581 2.715 -3.781
H: 3.292 3.294 -4.526
H: 3.691 4.081 -2.978
H: 2.171 3.173 -3.156
C: 2.376 -7.058 5.371
O: 1.730 -6.900 6.623
C: 1.813 -5.576 7.124
C: 0.557 -4.772 6.880
O: 0.363 -4.545 5.495
C: -0.650 -5.343 4.912
H: 2.099 -8.037 4.982
H: 2.066 -6.288 4.662
H: 3.464 -7.011 5.487
H: 2.659 -5.057 6.661
H: 2.004 -5.644 8.200
H: 0.681 -3.794 7.358
H: -0.317 -5.258 7.326
H: -1.645 -5.012 5.232
H: -0.524 -6.399 5.166
H: -0.574 -5.223 3.833
C: 2.680 0.917 -10.890
O: 1.820 0.994 -9.774
C: 2.185 0.126 -8.709
C: 2.906 0.856 -7.601
O: 4.167 1.362 -8.029
C: 4.147 2.743 -8.321
H: 2.419 1.737 -11.557
H: 3.730 1.012 -10.599
H: 2.547 -0.029 -11.428
H: 2.811 -0.689 -9.087
H: 1.267 -0.307 -8.302
H: 3.089 0.157 -6.781
H: 2.276 1.662 -7.216
H: 4.054 3.340 -7.405
H: 3.326 3.003 -8.994
H: 5.095 2.987 -8.801
C: 4.324 -1.942 2.440
O: 4.640 -1.360 3.689
C: 3.808 -1.799 4.752
C: 4.504 -2.827 5.616
O: 4.759 -4.032 4.908
C: 6.101 -4.159 4.481
H: 5.126 -1.679 1.750
H: 4.251 -3.030 2.508
H: 3.381 -1.546 2.050
H: 2.871 -2.214 4.364
H: 3.560 -0.928 5.365
H: 3.852 -3.068 6.461
H: 5.438 -2.416 6.014
H: 6.767 -4.366 5.327
H: 6.445 -3.258 3.967
H: 6.141 -5.001 3.791



# 3
Density functional theory data (ωB97M-V/def2-TZVPD) for a 3-piece molecular cluster, C3H13N2O3 overall.

Summary:
E_HOMO   -0.51191 Eh
Net charge   +1
E   -457.09912 Eh
Energy above the lowest of the compared OMol25 structures with the same formula, charge and spin   31.6 kcal per mole
Orbital gap   0.3977 hartree

Cartesian coordinates (Å):
O: 1.673 -0.681 -1.986
C: 1.654 -0.268 -0.838
N: 2.736 0.375 -0.326
C: 0.499 -0.736 0.053
N: -0.543 0.297 0.076
C: -1.818 -0.221 0.699
H: 3.343 0.762 -1.041
H: 2.989 0.622 0.618
H: 0.176 -1.600 -0.517
H: 0.946 -0.952 1.032
H: -0.766 0.500 -0.902
H: -0.287 1.208 0.476
H: -1.958 -1.245 0.349
H: -2.640 0.403 0.340
H: -1.875 -0.231 1.786
H: -2.505 -1.424 -2.253
H: -2.276 -2.935 -2.403
O: -2.095 -2.177 -1.805
H: 1.608 2.361 2.186
H: 0.387 3.294 2.545
O: 0.751 2.648 1.911



# 4
Density functional theory data (ωB97M-V/def2-TZVPD) for a single C8H10O2 molecule.

Summary:
E_HOMO   -0.30249 Eh
Structure (SMILES)   COc1cccc(OC)c1
E   -461.22445 Eh
Energy above the lowest of the compared OMol25 structures with the same formula, charge and spin   71.6 kcal per mole
Orbital gap   0.3364 hartree

Cartesian coordinates (Å):
C: 2.660 2.222 0.681
O: 2.416 0.750 0.697
C: 1.252 0.077 0.552
C: 0.806 -0.797 1.604
C: -0.436 -1.365 1.647
C: -1.253 -1.234 0.546
C: -0.796 -0.487 -0.496
O: -1.497 -0.168 -1.641
C: -2.672 -0.764 -2.064
C: 0.398 0.304 -0.486
H: 2.140 2.835 1.397
H: 3.756 2.122 0.864
H: 2.816 2.700 -0.308
H: 1.585 -0.684 2.306
H: -0.714 -2.016 2.412
H: -2.278 -1.665 0.418
H: -3.453 -0.582 -1.393
H: -2.520 -1.841 -2.235
H: -2.781 -0.355 -3.068
H: 0.571 0.947 -1.435